76
Properties=species:S:1:pos:R:3:forces:R:3:mulliken_charge:R:1 method="wB97M-V/def2-TZVPD" homo_lumo_gap_ev=9.8 total_charge=+1 e_above_lowest_ev=2.320
N 23.026296 20.516737 11.340351 -0.83 -0.60 1.22 0.955
H 22.029899 20.461624 11.496112 -0.44 -0.07 -0.09 0.332
H 23.496161 20.092618 12.127396 0.52 -0.31 0.19 0.174
H 23.279857 21.491705 11.267994 0.88 0.83 -0.34 0.004
H 23.209891 20.052451 10.462382 0.74 -0.35 -0.84 0.483
C 24.267503 18.359115 14.337019 0.24 0.96 0.88 -0.037
C 24.658462 19.041799 15.649020 -0.96 -0.16 -0.04 -0.543
O 25.949322 18.704287 16.002650 1.55 0.22 0.31 -0.541
O 24.783396 19.159238 13.234723 -1.05 -1.02 0.35 -0.653
H 23.183589 18.244519 14.347012 -0.11 0.51 -0.90 0.141
H 24.653513 17.340371 14.372336 0.31 -0.01 -0.40 0.384
H 23.951038 18.844408 16.454428 -0.22 -0.49 0.09 0.396
H 24.612809 20.127297 15.561173 0.17 0.08 -0.39 0.055
H 26.010393 17.821351 16.374515 -0.19 -0.05 0.02 0.342
H 25.740863 19.171621 13.303325 0.19 -0.05 0.13 0.242
C 22.509934 23.555494 8.100919 -0.60 1.02 -1.55 -0.116
C 21.506961 24.279641 7.172857 -0.56 -1.06 -0.02 -0.862
O 20.905107 25.344481 7.839811 -0.03 1.10 0.54 -0.500
O 21.770218 22.816009 9.058461 -0.19 -0.40 -0.12 -0.351
H 23.060704 24.333446 8.629640 0.46 -0.01 -0.26 0.302
H 23.135869 22.910420 7.484327 0.17 -0.19 0.41 0.190
H 20.677147 23.598275 6.985133 0.16 -0.79 -0.36 0.381
H 21.802563 24.592598 6.171473 0.72 0.20 0.38 0.422
H 20.376664 24.955784 8.540704 -0.28 0.53 0.09 0.339
H 20.900259 23.221937 9.057317 -0.22 -0.35 0.35 0.141
C 22.416606 23.815270 12.571902 0.14 0.17 1.35 -1.100
C 23.824490 23.893261 12.083380 1.42 -0.02 -0.45 0.310
C 25.015347 23.508745 13.074808 -0.44 1.13 -1.28 -0.363
O 25.376084 24.602352 13.918635 -1.17 -1.01 0.02 -0.365
C 26.244863 24.197782 14.963886 0.60 0.28 -0.84 -0.694
N 23.901518 23.012198 10.874850 0.67 1.16 0.19 -0.964
H 22.347299 24.314209 13.538525 -0.08 0.02 0.12 0.556
H 22.175953 22.764919 12.736101 -0.52 0.03 -0.17 -0.086
H 21.735243 24.351738 11.911552 -0.09 -0.40 -0.16 0.289
H 24.010976 24.909034 11.734761 0.23 0.26 0.41 0.530
H 25.878221 23.333308 12.432329 0.15 -0.30 -0.28 0.399
H 24.837867 22.574489 13.607514 -0.34 -0.03 0.36 -0.047
H 25.962271 23.269017 15.459515 -0.71 0.28 0.47 0.239
H 26.364107 25.087551 15.582091 -0.05 -0.47 0.36 0.261
H 27.213327 23.923640 14.545521 0.41 0.26 -0.18 0.329
H 24.570761 23.432695 10.246031 0.91 -0.33 0.09 0.464
H 23.082005 23.173485 10.306971 -0.72 -0.16 0.46 -0.063
C 20.809811 17.874240 11.612690 -0.98 -1.10 1.01 -0.899
C 19.895303 19.134107 11.653474 1.85 -2.23 0.11 0.085
C 19.931099 19.858241 12.998851 0.28 0.57 0.12 -1.020
O 21.248488 20.351266 13.409198 -1.32 -1.57 -0.03 0.071
C 21.256353 20.946190 14.708854 -0.02 -0.13 -0.33 -0.819
N 20.421856 19.926563 10.602148 -0.85 2.33 -0.54 -0.659
H 20.918467 17.364682 10.655276 -0.03 0.84 -0.58 0.090
H 20.333250 17.048031 12.140303 0.06 0.08 0.71 0.551
H 21.805263 18.018163 12.032764 -0.09 0.25 0.02 -0.032
H 18.860938 18.840166 11.475197 -0.23 -0.13 0.22 0.527
H 19.449580 19.162611 13.686124 0.51 -0.06 0.61 0.427
H 19.284157 20.735477 12.995125 -0.29 0.16 -0.31 0.509
H 22.268299 20.820771 15.093992 0.08 0.53 -0.15 0.076
H 20.622119 20.472331 15.458056 -0.35 -0.34 -0.31 0.338
H 20.930037 21.979905 14.594641 0.29 0.18 0.35 0.288
H 20.396598 19.513775 9.680698 -0.03 -0.45 0.06 0.232
H 19.755880 20.685545 10.579466 0.24 0.85 -0.69 0.178
C 25.883836 18.274400 9.629621 0.07 -0.19 0.47 -1.501
C 24.643666 18.335730 8.711398 0.81 -0.22 0.40 0.404
C 23.681140 17.170541 8.879019 0.66 -0.66 0.59 -0.725
O 22.704474 17.114392 7.884553 -0.49 0.42 -0.24 -0.354
C 21.997804 15.890328 7.898488 -0.16 -0.60 -1.32 -0.795
N 23.936677 19.621829 8.874417 0.35 -0.95 -0.92 -0.827
H 26.499581 19.173101 9.665708 -0.65 0.65 -0.17 0.445
H 26.675034 17.589138 9.325443 -0.56 -0.69 -0.22 0.443
H 25.605857 18.049883 10.659395 -0.02 -0.04 0.09 0.161
H 25.057233 18.201730 7.711846 -0.28 0.28 -0.44 0.345
H 23.144317 17.096887 9.824792 0.42 0.41 0.63 0.226
H 24.308564 16.283856 8.788239 0.13 -0.34 0.18 0.454
H 22.601523 15.045293 8.229478 0.34 0.08 -0.02 0.360
H 21.727810 15.728416 6.854940 0.03 -0.24 -0.02 0.283
H 21.051068 15.796602 8.430468 0.00 0.85 0.60 0.262
H 23.180877 19.501589 8.215321 -0.63 0.43 -0.16 0.241
H 24.548259 20.289728 8.427239 0.02 0.60 0.14 0.258